1.
7
Properties=species:S:1:pos:R:3 method="wB97M-V/def2-TZVPD" total_charge=+1 gap_ev=9.325 e_lumo_ev=-8.032 de_lowest_kcal_mol=50.0
C 0.013 -0.068 -0.123
C 0.447 0.800 -0.819
F -0.228 -1.439 -2.742
F 1.979 0.002 -2.463
P 1.075 -1.543 -1.899
H -0.498 -0.761 0.435
H 0.932 1.414 -1.376

2.
52
Properties=species:S:1:pos:R:3 method="wB97M-V/def2-TZVPD" total_charge=+2 gap_ev="7.731 / 5.353" e_lumo_ev="-6.737 / -9.658" s2=6.052 spin_multiplicity=5 de_lowest_kcal_mol=47.0
C 1.462 1.741 -1.137
H 2.171 2.009 -0.342
H 1.979 1.469 -2.067
H -1.150 -0.104 -0.108
C 0.418 2.832 -1.328
H -0.486 2.429 -1.817
H 0.078 3.204 -0.348
C 0.910 4.023 -2.170
H 0.096 4.742 -2.325
H 1.728 4.530 -1.644
H 1.269 3.673 -3.146
C -0.822 -2.086 -0.315
C -1.412 -0.869 -0.968
C -0.463 -0.561 -2.098
C 0.715 -1.320 -1.865
C 0.483 -2.219 -0.761
C 1.508 -3.143 -0.221
C 1.886 -1.368 -2.776
C -0.805 0.101 -3.386
C -2.912 -0.661 -1.194
C -1.438 -2.653 0.905
Co 0.276 0.426 -0.553
H 2.805 -1.634 -2.239
H 1.729 -2.132 -3.553
H 2.055 -0.410 -3.286
H 2.522 -2.769 -0.416
H 1.400 -3.268 0.866
H 1.441 -4.143 -0.669
H -2.187 -1.957 1.315
H -1.949 -3.612 0.733
H -0.699 -2.831 1.702
H -3.081 0.268 -1.755
H -3.376 -1.494 -1.738
H -3.407 -0.554 -0.222
H 0.014 0.738 -3.752
H -1.003 -0.651 -4.167
H -1.687 0.744 -3.302
N 1.845 -0.237 3.127
C 1.834 -0.301 1.780
N 0.692 0.235 1.315
C -0.088 0.603 2.422
C -1.416 1.034 2.485
C -1.956 1.232 3.764
C -1.191 1.007 4.922
C 0.130 0.532 4.836
C 0.652 0.337 3.569
H 2.607 -0.543 3.728
H 2.650 -0.674 1.175
H -1.956 1.192 1.549
H -2.984 1.577 3.872
H -1.638 1.196 5.898
H 0.749 0.321 5.705

3.
17
Properties=species:S:1:pos:R:3 method="wB97M-V/def2-TZVPD" gap_ev=8.818 e_lumo_ev=0.560 de_lowest_kcal_mol=101.7
C -0.108 0.798 0.517
C 0.201 0.125 1.822
C -0.940 0.370 -0.628
C 0.999 -0.079 -0.739
N -1.995 -0.397 -0.106
N 0.803 -1.104 -1.635
N 2.205 0.306 -0.593
O -1.122 1.112 -1.628
H -0.295 1.866 0.644
H -1.862 -1.199 0.488
H -2.910 -0.175 -0.469
H 1.643 -1.405 -2.109
H 0.072 -0.914 -2.308
H 2.397 0.795 0.274
H 0.308 -0.954 1.730
H 1.165 0.512 2.167
H -0.561 0.341 2.571

4.
49
Properties=species:S:1:pos:R:3 method="wB97M-V/def2-TZVPD" gap_ev="6.832 / 8.038" e_lumo_ev="0.621 / 0.606" s2=3.771 spin_multiplicity=4
H -0.267 3.065 0.678
N 0.156 1.766 -0.950
B 0.747 0.852 -3.236
N 0.642 2.022 -2.250
C 0.782 3.345 -2.422
V -0.327 -0.086 -0.535
H 1.104 3.732 -3.369
C 0.422 3.991 -1.235
H 0.420 5.054 -1.062
C 0.061 2.983 -0.344
H 1.153 1.196 -4.306
C -2.085 -2.748 1.161
H -2.480 -2.972 2.161
H -1.110 -3.225 1.062
H -2.781 -3.160 0.426
N -0.698 0.247 -3.331
N 1.627 -0.245 -2.595
N -1.357 -0.201 -2.165
N 1.270 -0.797 -1.345
C -1.500 0.062 -4.376
C 2.660 -0.934 -3.088
H -1.164 0.365 -5.362
H 3.057 -0.683 -4.061
C -2.693 -0.517 -3.948
C 3.025 -1.930 -2.183
C -2.583 -0.672 -2.560
C 2.148 -1.811 -1.100
H -3.534 -0.791 -4.550
H 3.812 -2.651 -2.291
H -3.253 -1.074 -1.810
H 2.083 -2.376 -0.186
H -1.968 -1.651 1.013
C 2.042 -0.847 4.709
C 2.439 -1.076 3.371
C 1.602 -0.725 2.320
C 0.337 -0.146 2.570
C -0.568 0.232 1.542
C -1.790 0.829 1.803
C -2.173 1.072 3.153
C -1.327 0.712 4.185
C -0.074 0.098 3.939
C 0.808 -0.268 4.983
H 2.705 -1.116 5.539
H 3.416 -1.524 3.185
H 1.930 -0.877 1.288
H -2.465 1.102 0.983
H -3.135 1.542 3.359
H -1.602 0.900 5.221
H 0.488 -0.064 6.009

5.
9
Properties=species:S:1:pos:R:3 method="wB97M-V/def2-TZVPD" gap_ev="7.739 / 9.241" e_lumo_ev="-2.043 / -0.926" de_lowest_kcal_mol=165.6
C 1.455 -0.118 1.198
C 0.547 -0.129 0.094
N 0.762 0.082 2.266
N -0.632 0.082 0.500
N -1.085 -0.349 -2.391
O -0.554 0.213 1.879
Cl -2.354 0.404 -1.793
H 2.496 -0.561 1.268
H -0.635 0.375 -3.021